[1]
Formula: C43H37AsFN4Pt
Source: OMol25
Level of theory: ωB97M-V/def2-TZVPD

Properties
Relative energy (zero: lowest compared OMol25 entry of this formula, charge and spin) (kcal per mole): 36.44
Orbital gap (eV): 5.3
F_max (eV/Å): 0.17
Electronic energy (hartree): -4333.9145
Net charge: +3

The geometry in XYZ format:
```
87
Properties=species:S:1:pos:R:3:mulliken_charge:R:1
Pt -0.46 1.16 0.70 1.2395
C -0.97 3.42 2.85 -1.2683
N 0.09 2.55 2.27 -0.3343
C 0.72 1.67 3.29 -1.3387
C 0.01 0.35 3.40 1.1209
C -0.07 -0.34 4.60 -0.9036
C -0.72 -1.56 4.64 -0.5403
C -1.29 -2.06 3.48 -0.9014
C -1.17 -1.33 2.31 -0.1227
N -0.53 -0.16 2.27 0.3620
C 1.08 3.37 1.51 -1.6875
C 0.48 3.79 0.20 1.2467
C 0.64 5.04 -0.35 -0.8108
C 0.04 5.33 -1.57 -0.6124
C -0.72 4.36 -2.19 -0.9720
C -0.86 3.12 -1.58 0.0544
N -0.25 2.84 -0.43 0.5506
C -2.40 3.14 2.42 0.6029
C -3.42 3.91 2.97 -1.0524
C -4.72 3.68 2.56 -0.4175
C -4.96 2.69 1.62 -0.9176
C -3.89 1.97 1.13 -0.1420
N -2.63 2.19 1.53 0.0397
H -0.74 4.45 2.59 0.5882
H -0.92 3.36 3.94 0.5657
H 0.74 2.16 4.26 0.4264
H 1.76 1.49 3.00 0.4272
H 0.36 0.09 5.49 0.5623
H -0.80 -2.10 5.57 0.5001
H -1.83 -3.00 3.47 0.5441
H -1.62 -1.67 1.39 0.4446
H 1.96 2.74 1.31 0.5010
H 1.41 4.24 2.09 0.4706
H 1.22 5.79 0.18 0.5482
H 0.16 6.31 -2.02 0.4696
H -1.23 4.55 -3.13 0.5428
H -1.47 2.35 -2.02 0.5645
H -3.20 4.68 3.70 0.5319
H -5.53 4.26 2.97 0.4513
H -5.96 2.47 1.27 0.4643
H -4.03 1.18 0.40 0.3365
C 0.71 -4.82 -1.32 -0.6993
C 1.66 -3.88 -1.68 -0.8107
C 1.37 -2.52 -1.59 -0.4364
C 0.12 -2.11 -1.14 0.6783
C -0.84 -3.06 -0.79 -0.2397
C -0.54 -4.41 -0.87 -1.0401
As -0.36 -0.24 -1.22 0.8312
C -1.82 -0.20 -2.46 0.2962
C -3.14 -0.57 -2.25 -0.7479
C -4.03 -0.53 -3.32 -0.9434
C -3.59 -0.12 -4.57 -0.8620
C -2.27 0.25 -4.78 -0.8514
C -1.37 0.22 -3.72 0.8156
C 0.06 0.63 -3.78 0.4337
C 0.70 1.15 -4.89 -0.7660
C 2.03 1.55 -4.79 -0.8409
C 2.72 1.45 -3.59 -0.8796
C 2.08 0.92 -2.47 -0.4116
C 0.77 0.51 -2.58 0.2224
H 0.92 -5.88 -1.43 0.5400
H 2.62 -4.20 -2.07 0.5280
H 2.10 -1.79 -1.92 0.4672
H -1.85 -2.76 -0.52 0.3402
H -1.30 -5.15 -0.63 0.5088
H -3.49 -0.89 -1.27 0.4250
H -5.06 -0.82 -3.17 0.4840
H -4.29 -0.10 -5.40 0.4434
H -1.95 0.57 -5.76 0.4653
H 0.19 1.25 -5.83 0.4669
H 2.53 1.96 -5.66 0.4587
H 3.75 1.77 -3.52 0.4722
H 2.61 0.85 -1.52 0.5494
F 4.43 -7.46 1.43 -0.2144
C 4.21 -6.19 1.37 0.4425
C 5.31 -5.34 1.09 -0.6235
C 5.07 -4.01 1.04 -0.4857
C 3.74 -3.48 1.27 1.2053
C 3.54 -2.15 1.30 -0.8553
C 2.66 -4.41 1.51 -0.1120
C 2.89 -5.74 1.57 -0.6805
H 6.28 -5.78 0.94 0.5099
H 5.88 -3.31 0.85 0.4404
H 4.36 -1.46 1.14 0.3305
H 2.56 -1.71 1.51 0.0446
H 1.66 -4.01 1.65 0.4376
H 2.12 -6.47 1.77 0.5293
```



[2]
Formula: C28H41Cl2IrN7O2Si
Source: OMol25
Level of theory: ωB97M-V/def2-TZVPD

Properties
Relative energy (zero: lowest compared OMol25 entry of this formula, charge and spin) (kcal per mole): 42.58
Orbital gap (alpha / beta) (eV): 2.7 / 2.5
Spin multiplicity: 2
F_max (eV/Å): 3.72
Electronic energy (hartree): -2938.8945
Net charge: +2

The geometry in XYZ format:
```
82
Properties=species:S:1:pos:R:3:lowdin_spin:R:1
Ir -0.10 0.26 0.25 0.7955
C -4.63 -0.29 -1.44 0.0006
N -3.62 -1.34 -1.37 0.0099
C -3.80 -2.51 -2.22 0.0012
C -2.53 -3.32 -2.00 0.0007
N -1.78 -2.51 -1.03 0.0077
C 0.66 -2.53 -1.14 -0.0015
C -2.45 -1.38 -0.70 0.0144
N -1.98 -0.46 0.14 0.0363
C -2.92 0.44 0.81 0.0023
C -2.30 0.81 2.12 0.0002
N -1.01 1.42 1.82 -0.0033
C -0.52 2.30 2.66 -0.0004
N -0.90 2.65 3.93 0.0000
C -2.20 2.54 4.57 0.0000
C -0.02 3.71 4.43 0.0000
C 1.20 3.58 3.55 0.0000
N 0.55 3.09 2.33 -0.0001
C 1.69 3.37 0.30 -0.0006
H -5.15 -0.41 -2.39 0.0000
H -4.18 0.70 -1.43 0.0001
H -5.36 -0.37 -0.64 0.0003
H -3.90 -2.19 -3.26 0.0001
H -4.71 -3.06 -1.94 0.0006
H -1.96 -3.46 -2.92 0.0004
H -2.76 -4.30 -1.58 0.0000
H 0.61 -3.01 -2.12 -0.0002
H 1.57 -2.88 -0.65 -0.0001
H 1.64 -0.76 -1.00 -0.0008
H -3.89 -0.03 0.98 -0.0005
H -3.06 1.36 0.23 0.0006
H -2.18 -0.07 2.75 -0.0001
H -2.98 1.50 2.61 -0.0002
H -2.53 1.51 4.66 0.0000
H -2.96 3.14 4.07 0.0000
H -2.08 2.93 5.58 0.0000
H 0.20 3.55 5.48 0.0000
H -0.50 4.69 4.31 0.0000
H 1.90 2.83 3.93 0.0000
H 1.71 4.52 3.37 0.0000
H 3.47 4.29 -0.45 0.0006
H 1.18 4.32 0.42 -0.0001
H 1.32 2.89 -0.60 -0.0004
Cl 7.84 1.65 -0.69 0.0114
C 6.19 1.37 -0.43 0.0274
C 5.71 0.05 -0.44 -0.0045
C 4.37 -0.14 -0.25 0.0224
Cl 3.78 -1.76 -0.26 0.0056
C 3.42 0.93 -0.05 -0.0013
O 2.18 0.64 0.02 0.0786
C 3.98 2.27 0.00 0.0226
C 3.19 3.53 0.28 0.0031
O 1.37 2.50 1.40 -0.0006
C 5.33 2.44 -0.21 -0.0048
H 6.38 -0.78 -0.59 -0.0007
H 3.51 3.90 1.26 0.0009
H 5.75 3.44 -0.20 -0.0007
C 0.63 -1.68 -4.22 -0.0002
Si 0.42 -0.33 -2.95 -0.0004
C -1.26 0.44 -3.10 0.0003
C 1.74 0.96 -3.13 -0.0009
N 0.70 -1.06 -1.29 -0.0073
C -0.56 -3.05 -0.35 -0.0012
C -0.61 -4.56 -0.48 -0.0025
C -0.79 -5.38 0.57 -0.0001
C -0.92 -4.84 1.89 -0.0038
C -0.72 -3.48 2.13 -0.0003
C -0.44 -2.64 1.09 -0.0036
H 0.78 -1.20 -5.19 0.0000
H -0.25 -2.32 -4.31 0.0000
H 1.50 -2.31 -4.04 0.0000
H -1.33 0.98 -4.04 0.0001
H -1.44 1.15 -2.29 0.0001
H -2.07 -0.30 -3.09 0.0000
H 1.78 1.30 -4.17 -0.0001
H 2.73 0.58 -2.88 0.0000
H 1.53 1.83 -2.51 -0.0003
H -0.51 -4.97 -1.47 -0.0001
H -0.82 -6.45 0.43 0.0000
H -1.08 -5.52 2.71 -0.0002
H -0.67 -3.12 3.15 0.0000
H -0.07 -1.63 1.26 -0.0020
```



[3]
Formula: C24H44O3P2PdS
Source: OMol25
Level of theory: ωB97M-V/def2-TZVPD

Properties
Relative energy (zero: lowest compared OMol25 entry of this formula, charge and spin) (kcal per mole): 91.33
Orbital gap (alpha / beta) (eV): 6.2 / 4.5
Spin multiplicity: 5
F_max (eV/Å): 3.56
Electronic energy (hartree): -2374.4395
Net charge: +2

The geometry in XYZ format:
```
75
Properties=species:S:1:pos:R:3:lowdin_spin:R:1
Pd -0.84 4.54 -0.50 0.2796
C -1.40 -0.26 1.44 0.3324
C -2.18 -0.09 0.25 0.2997
C -0.56 -1.71 -0.16 0.3387
C -0.45 -1.32 1.21 0.3412
C -1.56 -0.90 -0.77 0.3316
C -1.61 0.41 2.75 0.0462
H -2.30 1.26 2.66 0.0002
H -0.66 0.78 3.20 0.0104
H -2.06 -0.33 3.45 0.0177
C 0.23 -2.08 2.26 0.0506
H -0.26 -1.85 3.22 0.0030
H 1.31 -1.82 2.31 0.0223
H 0.15 -3.17 2.08 0.0092
C -0.03 -2.96 -0.71 0.0481
H -0.37 -3.80 -0.08 0.0162
H 1.08 -2.98 -0.73 0.0178
H -0.42 -3.11 -1.73 -0.0005
C -2.06 -1.04 -2.18 0.0466
H -2.73 -1.93 -2.22 0.0216
H -1.23 -1.19 -2.90 0.0061
H -2.64 -0.15 -2.51 0.0022
C -3.46 0.69 0.13 0.0416
H -4.43 0.15 0.33 0.0155
H -3.52 1.10 -0.90 0.0065
H -3.41 1.55 0.83 0.0050
C 1.62 5.73 0.11 0.0558
C 0.39 6.02 0.66 0.0313
C -0.62 6.96 0.04 0.0167
C -0.70 6.77 -1.50 0.0359
C -0.57 5.42 -2.18 0.2173
C 0.72 4.72 -2.63 0.0516
C 2.00 5.68 -2.43 0.0026
C 2.25 6.36 -1.12 0.0046
H -0.38 8.00 0.29 0.0005
H -0.01 7.40 -2.04 0.0075
H -1.57 6.73 0.53 0.0008
H 1.93 7.41 -1.13 0.0015
H 2.38 5.22 0.75 0.0013
H 0.39 5.93 1.78 0.0002
H 3.34 6.37 -0.96 0.0001
H 2.90 5.15 -2.76 0.0003
H 0.64 4.61 -3.76 0.0189
H 1.80 6.43 -3.20 0.0000
H -1.75 6.98 -1.75 0.0009
H -1.54 5.16 -2.66 0.0295
P 1.01 1.94 0.92 0.5083
C 2.36 2.32 2.10 0.0641
C -0.12 3.19 1.63 0.0793
P 0.64 2.79 -2.40 0.1315
C 1.57 2.84 -0.61 0.1504
C -0.81 2.56 -3.56 0.0410
C 1.50 1.28 -3.02 0.0271
H 2.71 1.32 2.41 0.0032
H 1.96 2.88 2.95 0.0026
H 3.14 2.89 1.58 0.0100
H -0.63 3.98 1.07 0.0132
H 0.40 3.82 2.33 0.0098
H -0.96 2.71 2.11 0.0076
H 2.54 1.50 -3.26 0.0001
H 1.00 0.87 -3.92 0.0010
H 1.50 0.48 -2.26 0.0038
H 2.59 2.43 -0.76 0.0056
H 1.58 3.95 -0.39 0.0219
H -0.93 1.52 -3.89 0.0002
H -0.58 3.15 -4.47 0.0061
H -1.75 2.91 -3.15 0.0088
C 4.56 -1.53 -0.09 0.0084
S 3.15 -0.44 0.00 0.0059
O 2.72 -0.58 1.40 0.0731
O 3.72 0.87 -0.36 0.0044
O 2.15 -0.93 -0.98 0.0253
H 5.33 -1.11 0.54 0.0000
H 4.84 -1.52 -1.14 0.0006
H 4.25 -2.50 0.26 0.0000
```



[4]
Formula: C4H6OS2
Source: OMol25
Level of theory: ωB97M-V/def2-TZVPD

Properties
Relative energy (zero: lowest compared OMol25 entry of this formula, charge and spin) (kcal per mole): 82.03
SMILES: CSC(=S)[C@H]1CO1
Orbital gap (eV): 8.5
F_max (eV/Å): 4.43
Electronic energy (hartree): -1027.5008

The geometry in XYZ format:
```
13
Properties=species:S:1:pos:R:3:mulliken_charge:R:1
C 0.90 1.66 -0.21 -0.7875
S -0.62 1.75 -1.02 -0.0654
C -1.40 0.16 -0.32 0.0160
S -2.73 -0.46 -0.88 -0.2288
C -0.30 -0.59 0.53 0.0910
C 0.07 -1.88 0.14 -0.4525
O 0.91 -0.81 -0.15 -0.4198
H 0.64 1.85 0.86 0.2720
H 1.28 2.69 -0.43 0.3567
H 1.56 0.76 -0.47 0.3413
H -0.21 -0.23 1.58 0.3334
H -0.45 -2.54 -0.69 0.2864
H 0.35 -2.36 1.05 0.2573
```